Record 1
{
  "formula": "C8H9FNO2S",
  "method": "ωB97M-V with the def2-TZVPD basis set",
  "species": ["C", "C", "C", "C", "C", "C", "C", "C", "N", "O", "O", "F", "S", "H", "H", "H", "H", "H", "H", "H", "H", "H"],
  "xyz": [[0.61391, -0.14552, 2.02355], [1.14144, -1.58196, 0.19308], [1.04002, -1.14486, 2.95965], [1.50119, -2.55530, 1.10356], [0.70576, -0.35699, 0.65700], [1.53728, -2.27785, 2.46041], [-1.75204, 1.12079, -1.64713], [0.26235, 0.63394, -0.39091], [-1.13380, 0.22232, -0.73059], [-2.42774, -0.38668, 2.74604], [-1.93839, 0.23507, 0.39750], [1.93813, -3.16861, 3.30481], [-1.76878, -0.85264, 1.59390], [0.56388, 0.82868, 2.42531], [1.16850, -1.92864, -0.78948], [1.00314, -0.87604, 4.00792], [1.71430, -3.50965, 0.66536], [-1.28300, 0.94381, -2.59037], [-2.80701, 0.92290, -1.60236], [-1.72945, 2.20912, -1.46244], [0.32098, 1.68308, -0.08863], [1.09808, 0.55242, -1.14776]],
  "atomic_forces_ev_per_a": [[1.060, -1.216, 0.960], [-0.028, -1.062, 2.082], [-0.935, 2.953, -0.479], [-0.013, 0.244, -1.020], [0.073, 0.901, -1.017], [-0.578, -0.704, -0.276], [-1.030, 1.192, -0.218], [1.166, -0.140, 1.206], [2.169, -0.684, -1.644], [-0.459, 0.497, 0.069], [-0.901, 0.204, 3.160], [0.836, -1.632, 0.902], [1.093, 0.175, -1.791], [-0.817, 1.130, 0.201], [-0.164, 0.278, -1.770], [0.158, -0.414, 0.017], [0.445, -0.545, 0.454], [-0.108, -0.225, -0.793], [-0.464, -0.482, -0.757], [0.695, -0.266, 0.576], [-0.310, -0.020, 0.405], [-1.888, -0.185, -0.266]],
  "e_lumo_ev": [-6.39, -6.39],
  "total_charge": 1,
  "total_energy_ev": -27568.436
}


Record 2
{
  "formula": "C8H9INO",
  "method": "ωB97M-V with the def2-TZVPD basis set",
  "species": ["C", "C", "C", "C", "C", "C", "C", "C", "N", "O", "I", "H", "H", "H", "H", "H", "H", "H", "H", "H"],
  "xyz": [[-1.19267, -1.69339, -1.83162], [-1.27246, -1.96315, -0.51320], [-0.83044, -0.42889, -2.22102], [-1.07862, -1.02427, 0.45303], [-0.61377, 0.54536, -1.29630], [-0.75291, 0.28799, 0.09818], [2.33032, 0.03059, 1.38018], [-0.34351, 1.21773, 1.05004], [-0.12739, 2.53074, 0.83917], [3.33818, -0.07269, 2.20689], [2.55319, -0.98222, -0.48201], [-1.30278, -2.41193, -2.70152], [-1.56081, -2.88646, -0.17168], [-0.70208, -0.30325, -3.26520], [-1.26385, -1.46513, 1.49146], [-0.23836, 1.39601, -1.79011], [-0.12808, 0.86486, 2.03344], [-0.11322, 2.96117, -0.04134], [3.22070, 0.32013, 3.15614], [0.07855, 3.07682, 1.60546]],
  "atomic_forces_ev_per_a": [[0.267, -0.828, -2.766], [-0.440, 0.058, 0.384], [-0.325, -0.389, 0.104], [-0.353, -0.521, 1.980], [-0.178, -0.511, 0.216], [0.384, -0.344, -1.705], [0.178, 0.536, 1.690], [0.644, 2.788, -0.164], [-0.782, -4.075, 0.115], [-0.393, 0.022, 0.375], [0.644, 0.038, 0.483], [-0.124, 0.438, 1.685], [-0.512, -2.276, 0.521], [0.206, 0.721, -0.730], [0.585, 1.487, -1.212], [0.380, 1.642, 0.446], [-0.356, 0.060, 0.685], [-0.272, 0.425, -1.353], [-0.263, -0.653, -2.529], [0.710, 1.382, 1.775]],
  "e_lumo_ev": -4.91,
  "total_charge": 1,
  "total_energy_ev": -20070.280
}


Record 3
{
  "formula": "C8H9IO2",
  "method": "ωB97M-V with the def2-TZVPD basis set",
  "species": ["O", "C", "I", "C", "C", "C", "C", "C", "C", "H", "H", "H", "H", "H", "H", "H", "C", "O", "H", "H"],
  "xyz": [[1.46466, 1.00415, 1.65912], [1.45627, 0.06945, 0.67952], [3.25596, -0.49451, -0.15152], [0.25603, -0.46733, 0.32423], [-0.89781, -0.32818, 1.17202], [-2.10019, -0.84002, 0.76428], [-2.16104, -1.76801, -0.34376], [-1.08691, -2.10137, -1.04137], [0.26015, -1.51149, -0.74762], [2.20078, 0.94917, 2.15186], [-0.81447, 0.31539, 1.99286], [-3.07430, -0.73632, 1.31490], [-3.10854, -2.13948, -0.60729], [-1.27846, -2.92038, -1.64997], [0.94932, -2.31849, -0.52351], [0.65092, -1.11810, -1.70057], [3.39910, 3.47564, -0.26564], [2.43492, 3.81945, -0.87748], [3.52030, 2.40792, 0.11202], [4.14685, 4.25329, 0.09283]],
  "atomic_forces_ev_per_a": [[-3.580, 0.720, -2.467], [-2.148, -0.238, 0.063], [0.327, 0.007, -0.146], [2.338, -0.874, 0.312], [-2.223, -0.083, -1.661], [0.149, 0.177, 1.334], [0.506, 1.191, 0.182], [-0.120, 0.738, 1.497], [-0.586, -0.357, -1.405], [4.195, -0.284, 2.827], [-0.001, 0.705, 1.145], [1.370, 0.250, -0.234], [-1.016, -0.724, -0.201], [0.565, -1.172, -1.742], [0.256, -0.301, 0.279], [-0.032, 0.117, 0.223], [0.344, 0.038, 1.384], [-0.210, -0.084, -0.472], [0.132, 0.944, -0.525], [-0.267, -0.772, -0.395]],
  "smiles": "O/C(I)=C1\\C=CC=CC1.C=O",
  "e_lumo_ev": 0.30,
  "total_energy_ev": -20634.374
}